No. 1
Computed, not measured: a cluster of 3 separate species, C2H9NO4 in total in a non-equilibrium geometry, with wB97M-V/def2-TZVPD.

Results
Orbital gap ... 9.73 eV
HOMO level ... -9.433 eV
Total energy ... -11898.98054 eV
LUMO level ... 0.300 eV

Geometry (Å):
O 2.71 -0.27 -0.73
C 1.81 -0.11 0.09
O 0.68 0.61 -0.25
C 1.84 -1.06 1.25
N 3.01 -1.89 1.14
H 1.00 1.52 -0.39
H 0.94 -1.68 1.03
H 1.69 -0.55 2.24
H 3.32 -2.02 0.19
H 3.03 -2.75 1.57
H -6.63 0.84 2.27
H -6.57 -0.41 3.35
O -6.43 0.61 3.22
H -1.44 1.12 -3.86
H -1.46 2.49 -3.91
O -1.56 1.76 -4.56

Results of the Löwdin charge analysis, in e, for atoms 1 through 6: number 1, O, carries 0.079; number 2, C, carries -0.467; number 3, O, carries 0.071; number 4, C, carries -0.190; number 5, N, carries 0.013; number 6, H, carries 0.118

---

No. 2
Computed, not measured: a structure of composition C2H9NO4 in a non-equilibrium geometry, with wB97M-V/def2-TZVPD.

Results
Orbital gap (spin up / spin down) ... 12.05 / 6.98 eV
HOMO level (spin up / spin down) ... -16.058 / -16.031 eV
Total energy ... -11889.34767 eV
Multiplicity ... 2
Charge ... +1
LUMO level (spin up / spin down) ... -4.008 / -9.054 eV

Geometry (Å):
H 0.64 -1.07 0.43
O 1.25 -1.81 -0.40
N 0.06 -0.08 0.95
H 1.64 -2.58 0.00
H 0.63 0.62 1.38
H -0.57 -0.63 1.55
C -0.64 0.36 -0.33
H -1.49 1.02 -0.25
H 0.11 0.69 -1.03
C -1.49 -0.85 -1.08
O -2.62 -0.58 -1.33
O -0.63 -1.74 -1.44
H 0.39 -1.86 -0.89
O 0.55 2.91 0.86
H 0.96 2.65 0.04
H 1.22 2.95 1.55

Results of the Löwdin charge analysis, in e, for atoms 1 through 6: number 1, H, carries 0.087; number 2, O, carries 0.063; number 3, N, carries 0.127; number 4, H, carries 0.118; number 5, H, carries 0.119; number 6, H, carries 0.170

---

No. 3
Computed, not measured: a structure of composition C2H9NO5 in a non-equilibrium geometry, with wB97M-V/def2-TZVPD.

Results
Orbital gap (spin up / spin down) ... 7.63 / 7.63 eV
HOMO level (spin up / spin down) ... -8.457 / -8.458 eV
Total energy ... -13940.06796 eV
LUMO level (spin up / spin down) ... -0.831 / -0.830 eV

Geometry (Å):
C 1.42 1.11 0.05
N 0.80 1.89 -0.91
O 1.28 -0.51 -0.65
O 1.70 -1.50 0.26
O 0.88 1.06 1.25
H 1.39 -1.14 1.11
H -0.16 0.97 1.23
H 2.50 1.21 0.07
H 1.27 1.87 -1.81
H -0.18 1.68 -1.01
C -1.43 -1.68 -0.26
O -0.87 -0.40 -0.13
O -1.68 0.50 1.08
H -2.32 1.01 0.58
H -1.79 -2.03 0.71
H -2.23 -1.71 -1.01
H -0.59 -2.32 -0.56

Results of the Löwdin charge analysis, in e, for atoms 1 through 6: number 1, C, carries -0.392; number 2, N, carries 0.121; number 3, O, carries -0.233; number 4, O, carries -0.089; number 5, O, carries 0.021; number 6, H, carries 0.080

---

No. 4
Computed, not measured: a cluster of 2 separate species, C2H9NOP in total in a non-equilibrium geometry, with wB97M-V/def2-TZVPD.

Results
Orbital gap ... 8.91 eV
HOMO level ... -13.392 eV
Total energy ... -15038.66298 eV
Charge ... +1
LUMO level ... -4.483 eV

Geometry (Å):
C -1.23 1.23 0.56
C 1.49 -1.04 -0.07
N 2.04 -0.37 0.92
O -1.33 0.01 -2.00
P -1.04 -0.30 -0.44
H -0.58 2.09 0.27
H -2.28 1.58 0.39
H -1.10 0.94 1.58
H 1.68 -0.92 -1.13
H 1.00 -2.04 0.11
H 1.66 -0.43 1.83
H 2.59 0.43 0.65
H -0.67 -0.19 -2.62
H -2.22 -0.97 -0.05

Results of the Löwdin charge analysis, in e, for atoms 1 through 6: number 1, C, carries -0.277; number 2, C, carries -0.072; number 3, N, carries 0.112; number 4, O, carries -0.264; number 5, P, carries 0.876; number 6, H, carries 0.065

---

No. 5
Computed, not measured: a cluster of 2 separate species, C2H9NOS in total, with wB97M-V/def2-TZVPD.

Results
Orbital gap ... 9.95 eV
HOMO level ... -9.118 eV
Total energy ... -16592.21694 eV
LUMO level ... 0.827 eV

Geometry (Å):
C 0.49 -2.78 -0.28
S -1.14 -2.02 -0.11
H 0.45 -3.78 0.13
H 1.20 -2.16 0.25
H 0.84 -2.83 -1.30
H -1.81 -2.93 -0.83
N -0.62 2.84 0.06
C 0.06 1.57 0.20
O 1.46 1.70 0.08
H -1.55 2.67 -0.32
H -0.76 3.28 0.97
H -0.23 0.91 -0.61
H -0.17 1.09 1.17
H 1.78 2.45 0.60

Results of the Löwdin charge analysis, in e, for atoms 1 through 6: number 1, C, carries -0.481; number 2, S, carries 0.616; number 3, H, carries 0.018; number 4, H, carries 0.022; number 5, H, carries 0.025; number 6, H, carries -0.164

---

No. 6
Computed, not measured: a cluster of 2 separate species, C2H9NOS in total in a non-equilibrium geometry, with wB97M-V/def2-TZVPD.

Results
Orbital gap ... 9.88 eV
HOMO level ... -8.897 eV
Total energy ... -16591.74820 eV
LUMO level ... 0.987 eV

Geometry (Å):
C -4.53 3.34 -1.47
S -4.68 3.88 0.25
H -4.47 2.22 -1.28
H -5.46 3.60 -2.02
H -3.64 3.61 -2.00
H -3.56 4.63 0.31
N 3.39 -3.48 1.25
C 3.22 -2.38 0.29
O 2.76 -1.24 1.02
H 4.39 -3.50 1.44
H 3.06 -4.38 0.94
H 4.12 -2.33 -0.31
H 2.33 -2.63 -0.35
H 3.06 -1.33 1.93

Results of the Löwdin charge analysis, in e, for atoms 1 through 6: number 1, C, carries -0.510; number 2, S, carries 0.599; number 3, H, carries 0.029; number 4, H, carries 0.027; number 5, H, carries 0.019; number 6, H, carries -0.165

---

No. 7
Computed, not measured: a cluster of 2 separate species, C2H9NOS in total in a non-equilibrium geometry, with wB97M-V/def2-TZVPD.

Results
Orbital gap ... 9.89 eV
HOMO level ... -8.903 eV
Total energy ... -16591.07678 eV
LUMO level ... 0.988 eV

Geometry (Å):
C -0.05 -1.45 0.13
C -1.53 -1.87 -0.28
S -2.72 -0.45 -0.31
N 0.94 -1.85 -0.93
H 0.24 -2.01 1.04
H -0.06 -0.45 0.37
H -2.05 -2.52 0.55
H -1.51 -2.16 -1.33
H -3.44 -0.43 -1.50
H 0.76 -2.86 -1.22
H 1.76 -1.93 -0.20
H 1.92 6.24 1.49
H 3.09 6.14 0.76
O 2.65 5.60 1.43

Results of the Löwdin charge analysis, in e, for atoms 1 through 6: number 1, C, carries -0.350; number 2, C, carries -0.530; number 3, S, carries 0.616; number 4, N, carries -0.056; number 5, H, carries 0.098; number 6, H, carries 0.051

---

No. 8
Computed, not measured: a cluster of 2 separate species, C2H9NOS2 in total in a non-equilibrium geometry, with wB97M-V/def2-TZVPD.

Results
Orbital gap ... 9.69 eV
HOMO level ... -9.111 eV
Total energy ... -27427.66294 eV
LUMO level ... 0.575 eV

Geometry (Å):
C -0.07 1.70 2.58
S -1.15 1.67 1.12
S -0.17 2.22 -0.53
H 0.19 0.68 2.87
H -0.68 2.06 3.40
H 0.78 2.32 2.33
H 0.32 1.09 -1.05
N -0.92 -1.52 -0.77
C 0.13 -1.61 -1.74
O 1.35 -1.17 -1.17
H -0.69 -2.05 0.06
H -1.13 -0.56 -0.55
H 0.16 -2.66 -2.06
H -0.13 -1.05 -2.64
H 2.03 -1.12 -1.86

Results of the Löwdin charge analysis, in e, for atoms 1 through 6: number 1, C, carries -0.449; number 2, S, carries 0.346; number 3, S, carries 0.322; number 4, H, carries 0.026; number 5, H, carries 0.021; number 6, H, carries 0.027

---

No. 9
Computed, not measured: the molecule C2H9NOSi in a non-equilibrium geometry, with wB97M-V/def2-TZVPD.

Results
Orbital gap ... 10.41 eV
HOMO level ... -9.704 eV
Total energy ... -13637.22281 eV
LUMO level ... 0.708 eV

Geometry (Å):
C 0.74 1.25 -0.77
C -1.61 -0.70 -0.26
N 0.14 0.01 1.74
O 1.24 -1.68 -0.54
Si 0.20 -0.29 0.06
H 1.40 0.85 -1.53
H -0.05 1.77 -1.36
H 1.35 1.96 -0.24
H -2.20 0.02 0.22
H -1.84 -0.57 -1.30
H -1.72 -1.66 0.09
H 0.68 0.85 1.97
H -0.52 -0.31 2.40
H 2.18 -1.49 -0.49

Results of the Löwdin charge analysis, in e, for atoms 1 through 6: number 1, C, carries -0.167; number 2, C, carries -0.150; number 3, N, carries -0.056; number 4, O, carries -0.229; number 5, Si, carries 0.393; number 6, H, carries 0.015

---

No. 10
Computed, not measured: a structure of composition C2H9NP2 in a non-equilibrium geometry, with wB97M-V/def2-TZVPD.

Results
Orbital gap (spin up / spin down) ... 7.21 / 6.31 eV
HOMO level (spin up / spin down) ... -7.494 / -6.764 eV
Total energy ... -22283.21086 eV
LUMO level (spin up / spin down) ... -0.280 / -0.455 eV

Geometry (Å):
C 1.35 -0.71 -1.44
C -1.11 -0.60 2.60
N 0.53 0.31 -1.97
P -1.19 0.48 1.15
P -0.03 1.66 -1.13
H 1.89 -1.14 -2.24
H 1.87 -0.40 -0.52
H 0.69 -1.59 -1.11
H -0.67 -1.67 2.29
H -0.23 0.01 3.07
H -0.15 -0.03 -2.61
H -1.75 1.64 1.82
H -2.44 0.27 0.61
H 1.26 1.77 -0.52

Results of the Löwdin charge analysis, in e, for atoms 1 through 6: number 1, C, carries -0.222; number 2, C, carries -0.432; number 3, N, carries -0.503; number 4, P, carries 0.554; number 5, P, carries 0.716; number 6, H, carries 0.056